ORCA calculation (wB97M-V/def2-TZVPD) on C11H31ClI2N3P2V as an isolated structure at a distorted geometry.

Values from the calculation:
Frontier orbital gap (alpha / beta) = 4.095 / 5.275 eV
Total charge = +2
2S+1 = 3
Strongest force on any atom = 4.44 eV Å⁻¹
Highest occupied orbital energy (alpha / beta) = -13.4 / -13.4 eV
ΔE to the lowest compared entry with this formula, charge and spin = 3.630 eV

Geometry (Å):
I1 0.01370 -1.78990 -6.26070
I2 0.01370 0.87700 -6.55560
V1 0.00000 0.00000 0.00000
P1 -2.31360 0.02120 0.13690
C1 -3.26130 -0.15960 -1.42080
C2 -2.99870 -1.29760 1.20770
H1 -4.08490 -1.19900 1.31100
H2 -4.08070 1.48380 0.99850
H3 -2.51980 -1.22100 2.18720
H4 -2.51440 1.70460 1.84440
H5 -2.99670 -1.10720 -1.89800
H6 -2.75780 -2.27290 0.77630
C3 -2.99460 1.55360 0.87410
H7 -4.33930 -0.13650 -1.23030
H8 -2.75240 2.40210 0.22860
H9 -2.99520 0.65230 -2.10310
P2 2.31270 0.00900 0.15360
C4 3.27090 -0.17380 -1.39730
C5 2.99600 1.53650 0.89890
H10 2.49850 -1.23700 2.20370
H11 4.06920 -1.22310 1.33740
H12 2.73920 -2.28850 0.79310
C6 2.98320 -1.31520 1.22710
H13 2.50760 1.68940 1.86470
H14 4.08040 1.46010 1.03340
H15 4.34760 -0.15390 -1.19910
H16 3.01200 0.63920 -2.08110
H17 2.76500 2.38710 0.25210
H18 3.00700 -1.12040 -1.87680
Cl1 -0.00740 0.27970 2.36940
C7 1.84820 -4.00600 2.75610
N1 0.52790 -4.06970 2.11570
C8 -0.22790 -5.22580 2.58080
C9 -0.13720 -2.79210 2.01980
N2 0.14460 -2.02130 0.92840
N3 -0.89670 -2.41400 3.22050
C10 -2.14240 -3.12450 3.57180
C11 -0.29910 -1.74420 4.37020
H19 1.96460 -4.74470 3.58150
H20 2.02540 -3.03580 3.25680
H21 2.64390 -4.19700 2.01450
H22 -0.44110 -5.14810 3.66970
H23 -1.16250 -5.34230 1.99990
H24 0.37170 -6.15000 2.44640
H25 0.70310 -2.52090 0.22530
H26 -1.99070 -3.79780 4.43630
H27 -2.92680 -2.40790 3.89870
H28 -2.53750 -3.70190 2.71300
H29 0.74180 -1.41950 4.18310
H30 -0.92370 -0.86620 4.65730
H31 -0.27320 -2.41880 5.25190